ORCA calculation (the ωB97M-V functional and the def2-TZVPD basis) on 4 unconnected molecules or ions with the total composition C5H11N in a non-equilibrium geometry.

**ΔE to the lowest compared entry with this formula, charge and spin**: 5.797 eV
**Highest occupied orbital energy**: -9.18 eV
**LUMO**: 1.10 eV
**Largest force on an atom**: 0.0945 hartree/bohr
**Total charge**: 0
**Electronic energy**: -251.64949 hartree

Each line ends with the Mulliken charge.
Cartesian coordinates (Å):
C  2.0522  0.3268  0.5983  -0.68
C  1.9494  1.3249  -0.2865  -0.39
N  -0.5645  0.3746  -1.0970  -0.45
C  -1.6274  0.7018  -0.5089  -0.30
C  -1.0616  -0.5389  -0.0161  0.36
C  -1.4039  -1.9412  -0.4339  -1.31
H  0.5122  1.0640  1.2910  -0.14
H  1.6003  -0.6412  0.3969  0.29
H  2.7754  0.3557  1.4075  0.28
H  2.3895  2.2977  -0.0789  0.26
H  1.2607  1.2373  -1.1240  0.35
H  -0.4430  1.4635  1.2298  0.17
H  -2.4626  1.3550  -0.7273  0.33
H  -0.5744  -0.4624  0.9539  0.28
H  -2.1760  -2.3795  0.2058  0.32
H  -0.4987  -2.5532  -0.3333  0.25
H  -1.7277  -1.9848  -1.4774  0.37